One molecule with the formula C14H19FN2O3. Source: the Open Molecules 2025 dataset; level of theory: the ωB97M-V functional and the def2-TZVPD basis.

The geometry in ORCA input format:
```
! wB97M-V def2-TZVPD RIJCOSX def2/J DEFGRID3
* xyz 0 1
F -1.68654 4.91618 2.58561
O 0.11070 -0.20864 -1.62199
O -1.58235 -2.57072 -1.73891
O 0.55827 -2.76998 -2.39051
N 1.13598 -1.41568 -0.00787
N 1.81167 0.73539 -0.44888
C -1.58903 -1.08534 1.02831
C -0.40817 -2.55900 -1.49239
C -1.46748 3.26599 0.91678
C 0.14438 -2.74368 -3.74964
C -0.90274 4.24483 1.71503
C 1.57351 2.06422 -0.98396
C -0.33036 -2.79641 2.37390
C 0.94262 -0.28220 -0.73736
C 1.24208 3.85882 0.76052
C -0.65597 2.58491 0.02901
C 0.19497 -2.51229 -0.08003
C 0.70229 2.87442 -0.05655
C 0.44259 4.55589 1.64975
C -0.90336 -2.44854 1.00141
H 2.53737 2.55371 -1.14346
H -1.96363 -0.84228 0.03882
H -0.89938 -0.30421 1.34558
H -0.66840 -3.45457 -3.91240
H 0.15333 -3.77102 2.35993
H 0.76351 -3.44492 0.03640
H 1.01687 -3.01087 -4.34026
H -1.07268 1.81803 -0.60590
H 1.07211 1.92002 -1.94366
H -2.52121 3.05056 0.99367
H 2.29572 4.09037 0.69929
H 0.84738 5.32678 2.28629
H 0.39737 -2.05154 2.69164
H -1.64864 -3.20056 0.72565
H -2.42479 -1.10418 1.72341
H -1.12664 -2.82178 3.11344
H -0.20174 -1.73980 -4.00178
H 2.33429 0.69207 0.41203
H 1.77611 -1.41398 0.76912
*
```

Calculated values
- SMILES string = COC(=O)[C@@H](NC(=O)NCc1ccc(F)cc1)C(C)C

C14H19FeN3O9P2S as an isolated structure. Source: the Open Molecules 2025 dataset; level of theory: the ωB97M-V functional and the def2-TZVPD basis.

The geometry in ORCA input format:
```
! wB97M-V def2-TZVPD RIJCOSX def2/J DEFGRID3
* xyz -2 5
Fe 1.68582 1.10980 0.46057
S 3.51893 1.75593 -1.04188
P 1.69515 -0.16088 3.53922
P 3.44461 2.02770 2.88498
O 2.48486 2.53900 1.84588
O 2.84511 -1.32388 3.34806
O 0.79989 -0.57166 4.64062
O -0.43439 0.46764 -3.04430
O 4.29459 0.85735 2.15149
O 1.13378 0.09133 2.15956
O 4.26824 2.95209 3.68193
O 2.56851 1.11731 3.95923
O 0.69105 0.78163 -1.16761
N -1.34328 -1.46857 1.67759
N -1.66778 0.48725 0.54074
N -3.31692 -1.24030 0.40333
C 0.61360 0.71795 -2.43992
C 1.76334 0.73202 -4.61527
C 3.11541 1.38803 -2.70410
C 1.88060 0.95753 -3.24099
C -3.09294 -3.08810 1.99592
C 2.81351 0.91115 -5.49285
C -3.32590 0.49584 -1.29323
C 4.03582 1.34146 -4.97746
C 4.17262 1.57048 -3.62747
C -2.37528 1.30321 -0.42275
C -4.03524 -2.12717 1.29357
C -2.12238 -0.65414 0.86579
C -1.99200 -2.29288 2.67461
C -4.17343 -0.38701 -0.39671
H -1.24369 -2.95488 3.11159
H -0.54158 -0.93391 2.00928
H -2.64628 -3.75799 1.25728
H -4.83680 -1.03608 -0.97971
H 4.88616 1.49637 -5.63476
H 0.79176 0.40838 -4.96564
H -3.96324 1.15183 -1.89197
H 2.94163 -1.75621 4.20310
H 4.38939 0.07545 2.70766
H -4.77444 -2.67265 0.69691
H -4.60053 -1.55182 2.05059
H 5.12293 1.90277 -3.22709
H -2.41272 -1.69857 3.50100
H -2.92251 2.09107 0.11374
H -3.64733 -3.68841 2.72208
H -4.81708 0.23782 0.24884
H -1.62910 1.78912 -1.05291
H -2.73108 -0.11562 -1.97520
H 2.68858 0.72321 -6.55333
*
```

Calculated values
- expectation value of S² = 6.012

C14H19N3O3S2 as an isolated structure. Source: the Open Molecules 2025 dataset; level of theory: the ωB97M-V functional and the def2-TZVPD basis.

The geometry in ORCA input format:
```
! wB97M-V def2-TZVPD RIJCOSX def2/J DEFGRID3
* xyz 0 1
S -0.37482 4.90179 -0.45042
S 2.21207 -0.50450 1.33070
O 2.50048 3.86472 -0.86602
O -1.63161 -0.98683 0.69259
O -0.37352 -4.95609 -1.30159
N -0.22433 -2.31595 -0.06126
N 0.19198 1.31724 1.15351
N 2.31106 1.83208 -0.02876
C -1.09124 -2.63215 -1.06490
C 1.78331 3.14631 -0.33771
C -1.44105 -4.05358 -0.99044
C 0.81252 -3.28165 -0.19596
C -0.46635 -1.56762 0.85479
C -0.25432 2.49126 0.72546
C -2.71784 3.61016 -0.99817
C 0.57605 -1.17043 1.82508
C 0.36859 3.38159 -0.17767
C -1.50539 2.86753 1.08757
C 1.47447 1.08228 0.71900
C -1.94264 4.00474 0.12119
C 3.72492 1.34729 -0.26703
C 0.54424 -4.68491 -0.04394
H -2.80196 4.48265 -1.77771
H -2.28246 2.18428 0.86351
H 1.52212 -5.43105 -0.29924
H 1.60600 -3.00732 0.66445
H -0.61584 -2.57981 -2.21622
H -2.25298 -4.34716 -0.24982
H 3.44599 0.47801 -0.87334
H -2.47999 4.97333 0.87923
H -3.78237 3.21424 -0.62694
H -1.78957 -2.04810 -1.34272
H -0.02568 -0.58107 2.65849
H -2.03777 -4.44662 -1.93549
H 1.61481 -3.18788 -1.22559
H -2.04767 2.96255 -1.45328
H -0.01818 -4.82080 0.91249
H -1.39508 3.33709 2.20215
H 4.08081 2.19479 -0.92325
H 4.20634 1.12611 0.70634
H 0.57691 -2.19655 2.31092
*
```

So what do the calculations give for relative energy (zero: lowest compared OMol25 entry of this formula, charge and spin)? Going down the list: 0.620, 0.433, 10.554 eV.
So what do the calculations give for largest force on an atom? Going down the list: 0.01258, 0.01202, 0.22762 Eh/bohr.